[1]
Molecular formula: C50H31BrN12OY
Method: DFT, ωB97M-V with the def2-TZVPD basis set

Properties
* E_tot: -143366.8627 eV
* total charge: +1
* LUMO level (alpha / beta): -3.8 / -3.8 eV
* Kohn-Sham gap (alpha / beta): 4.73 / 4.75 eV

Cartesian coordinates (Å):
Y -0.083 -0.159 0.098
Br -0.170 6.855 -0.863
O 5.247 0.256 -3.275
N 5.716 2.070 -1.996
N -1.788 1.059 -0.958
N 0.221 -2.358 -0.411
N 0.225 -0.664 2.804
N -3.205 0.896 1.004
N -0.014 1.904 1.997
N -1.986 -1.165 0.844
N 2.459 -0.061 0.199
N 1.728 -2.131 -2.290
N 0.383 -0.120 -2.182
N -1.199 -3.406 1.245
N -0.726 1.890 -2.918
C 2.603 -0.894 -5.015
C 0.193 3.100 0.053
C 2.494 -6.328 -0.926
C 1.694 -0.462 -4.066
C 1.532 -4.159 -0.920
C 1.898 0.968 -6.407
C -2.964 -0.391 1.337
C -1.166 4.200 1.721
C -3.623 5.409 -1.468
C -1.180 5.209 -0.571
C -0.501 3.911 -0.937
C 0.092 0.842 -3.078
C 1.313 -0.995 -2.755
C 4.495 0.219 -1.030
C 5.191 0.841 -2.216
C 1.612 -6.719 0.099
C -4.135 3.523 -0.050
C -3.696 -1.119 2.353
C 0.426 -1.891 3.280
C 3.171 0.527 -0.768
C -4.481 4.800 -0.647
C 3.075 -0.982 0.953
C -0.709 -0.070 4.935
C -2.971 2.917 -0.314
C -0.500 -1.357 5.410
C -0.527 1.597 3.119
C -0.324 0.237 3.641
C -4.634 -2.993 4.138
C -0.188 -3.405 0.385
C -1.576 5.160 0.879
C 0.680 -5.845 0.616
C -0.292 3.091 1.299
C -1.534 2.005 -1.889
C 4.389 -1.359 0.759
C -3.580 -3.346 3.318
C -1.964 3.368 -1.329
C 1.207 -2.791 -1.236
C 0.903 0.666 -4.283
C -3.107 -2.392 2.422
C 5.112 -0.755 -0.256
C 2.461 -5.055 -1.452
C -2.683 1.525 -0.009
C -2.250 4.878 -1.680
C -4.764 -0.771 3.175
C 2.696 -0.156 -6.187
C 0.984 1.397 -5.456
C 0.087 -2.281 4.570
C 0.650 -4.549 0.102
C -2.021 -2.404 1.458
C -5.220 -1.719 4.070
H -5.466 5.210 -0.471
H 3.122 -4.750 -2.252
H 0.858 -2.616 2.601
H 6.136 -1.043 -0.457
H -0.014 -6.146 1.390
H 5.715 2.488 -1.084
H -6.048 -1.487 4.726
H 4.829 -2.123 1.383
H -5.028 -3.710 4.846
H -5.214 0.211 3.108
H 2.001 1.513 -7.336
H -2.199 5.966 1.246
H -1.833 5.173 -2.642
H 2.655 1.254 -1.386
H -3.132 -4.331 3.360
H 6.224 2.515 -2.743
H 0.016 3.995 -1.890
H -1.128 2.279 3.721
H -1.163 0.689 5.558
H 1.668 -7.731 0.476
H -3.895 6.324 -1.979
H 3.404 -0.454 -6.949
H -0.794 -1.627 6.416
H 3.201 -7.052 -1.311
H 0.359 2.266 -5.616
H 0.939 2.370 -0.253
H -1.497 4.245 2.751
H 2.477 -1.438 1.729
H 3.224 -1.760 -4.836
H -4.858 3.001 0.565
H 0.269 -3.298 4.885

=====

[2]
Molecular formula: C50H31Cl7N5OSiTi
Method: DFT, ωB97M-V with the def2-TZVPD basis set

Properties
* E_tot: -180512.3493 eV
* total charge: -1
* LUMO level (alpha / beta): 1.5 / 1.2 eV
* Kohn-Sham gap (alpha / beta): 4.42 / 5.65 eV
* 2S+1: 3
* energy relative to the best compared isomer or geometry (same formula, charge and spin): 0.502 eV
* expectation value of S²: 2.0551

Cartesian coordinates (Å):
Ti -0.222 -0.150 0.036
Cl -4.204 0.494 -8.591
Cl -4.324 -1.206 1.623
Cl 6.251 -2.673 6.569
Cl -3.334 1.723 2.249
Cl 4.430 7.885 -1.253
Cl -1.716 -0.732 3.606
Cl -5.653 -7.139 2.772
Si -2.472 -0.191 1.644
O -2.122 1.471 -0.804
N -1.279 -1.460 -1.240
N 1.854 0.330 0.456
N 0.319 0.839 -1.798
N 0.307 -1.924 0.996
N -0.348 1.690 1.157
C -3.194 -2.705 -1.615
C -3.834 -5.136 2.892
C 1.382 -2.236 1.807
C -2.749 1.171 -4.939
C 4.006 5.363 -2.139
C -1.717 2.798 -0.529
C 2.924 -1.964 4.481
C 3.396 -1.763 3.183
C 3.433 1.897 1.099
C -2.069 -0.009 -4.629
C 2.008 2.394 -0.875
C -0.949 2.820 0.762
C -2.935 -4.252 2.326
C 5.644 -2.171 3.981
C -2.077 -2.472 -0.736
C 3.755 6.286 -1.139
C -1.365 -0.168 -3.330
C -4.498 -6.039 2.077
C 2.636 3.732 -0.979
C 3.614 0.813 1.885
C -3.384 0.300 -7.070
C -1.766 -3.209 0.395
C 2.354 1.587 0.196
C -3.405 1.333 -6.147
C 3.793 -2.246 5.522
C 0.986 2.555 -3.165
C 1.242 -3.535 2.346
C 2.461 -1.384 2.099
C 1.130 1.944 -1.894
C 2.429 4.678 0.028
C 0.050 -4.025 1.888
C -2.723 -0.883 -6.792
C -0.330 3.976 2.763
C 0.198 1.684 2.388
C 2.977 5.948 -0.045
C -2.683 -4.234 0.947
C 0.103 1.784 -3.879
C -0.324 0.746 -3.015
C -3.334 -5.190 0.167
C -1.830 -1.134 -2.461
C -4.243 -6.080 0.720
C 4.766 -1.880 2.950
C 5.151 -2.341 5.263
C -2.074 -1.031 -5.575
C 2.636 -0.161 1.481
C 0.234 2.787 3.208
C -3.026 -1.904 -2.689
C 3.451 4.096 -2.052
C -0.525 -3.018 1.074
C -0.937 3.978 1.523
H 0.607 0.741 2.718
H -2.396 1.407 -1.723
H 5.140 -1.746 1.943
H -3.666 -1.821 -3.552
H 4.340 0.688 2.671
H -2.599 3.435 -0.407
H -4.028 -5.115 3.956
H -1.551 -1.953 -5.356
H -0.206 1.928 -4.901
H -4.749 -6.808 0.100
H 2.798 6.671 0.739
H -1.440 4.860 1.148
H -3.932 2.251 -6.370
H -1.096 3.199 -1.339
H 1.818 4.408 0.878
H -2.435 -3.540 2.964
H 3.674 3.364 -2.817
H -0.378 -4.998 2.061
H -2.772 1.977 -4.216
H 1.965 -4.027 2.976
H 6.706 -2.263 3.796
H -2.712 -1.680 -7.523
H 3.422 -2.377 6.530
H -0.326 4.864 3.381
H 4.638 5.631 -2.975
H -3.110 -5.265 -0.889
H 1.862 -1.878 4.674
H -4.009 -3.384 -1.434
H 1.478 3.452 -3.499
H 4.001 2.813 1.100
H 0.681 2.709 4.189

=====

[3]
Molecular formula: C50H32N13O3Ta
Method: DFT, ωB97M-V with the def2-TZVPD basis set

Properties
* E_tot: -79428.2386 eV
* total charge: +2
* LUMO level (alpha / beta): -6.9 / -6.9 eV
* Kohn-Sham gap (alpha / beta): 4.51 / 4.50 eV

Cartesian coordinates (Å):
Ta -0.009 0.117 0.208
O 2.124 0.710 0.536
O -0.334 -1.617 -7.109
O 1.415 -1.008 -5.670
N 0.213 -0.357 -1.883
N -0.218 -2.982 2.004
N -2.693 -1.139 -1.578
N 4.268 1.295 0.772
N -1.944 0.834 -0.464
N -0.388 1.828 1.571
N 3.574 0.153 -1.118
N -1.248 -1.674 0.264
N -2.070 3.064 0.386
N 0.491 2.169 -1.168
N 0.443 -0.694 2.177
N 1.553 -2.064 -0.344
N 1.228 1.294 3.258
C 2.844 -0.729 4.952
C 1.233 0.000 3.062
C 3.295 0.713 0.067
C 5.677 1.311 0.434
C -2.545 -3.360 -0.630
C -1.861 -3.889 0.483
C -1.047 -2.820 1.004
C 0.478 4.106 4.317
C -0.038 1.986 -2.386
C 0.752 -4.003 -1.493
C 0.247 -1.307 -6.140
C 1.923 -0.919 3.933
C -2.627 0.160 -1.451
C -3.282 2.340 -1.587
C -2.160 -1.975 -0.720
C 1.413 -4.819 -0.592
C 0.868 -2.620 -1.357
C -3.424 1.087 -2.217
C -2.373 2.139 -0.486
C 0.191 -0.999 -4.696
C -0.014 0.600 -2.860
C 2.232 -2.858 0.477
C 2.209 -4.239 0.386
C -4.809 3.281 -3.135
C -2.947 -5.968 0.148
C 0.392 -1.649 -2.352
C -0.482 3.066 -3.152
C -1.221 2.900 1.371
C -1.005 3.893 2.397
C 3.275 -1.851 5.640
C -0.166 5.298 4.612
C -4.255 0.926 -3.316
C -1.641 5.088 2.699
C -3.977 3.452 -2.040
C 1.430 -2.203 3.620
C -1.207 5.779 3.819
C 0.705 3.408 -0.735
C -3.616 -5.446 -0.961
C -0.327 4.348 -2.659
C 2.790 -3.122 5.332
C 1.857 -3.319 4.325
C 0.326 4.529 -1.446
C 0.384 2.106 2.668
C 0.045 3.404 3.201
C -4.942 2.043 -3.764
C 0.317 -2.012 -3.656
C -3.430 -4.134 -1.365
C -2.061 -5.201 0.886
C -0.077 0.339 -4.190
C 0.494 -2.016 2.532
H -0.968 2.899 -4.099
H -2.457 5.447 2.093
H 2.833 -0.302 -1.628
H 3.201 0.260 5.193
H 3.147 -3.967 5.899
H 5.832 1.680 -0.579
H -0.221 1.126 -4.910
H 1.467 -4.298 4.098
H -3.878 4.404 -1.544
H -0.690 5.193 -3.222
H 3.992 -1.741 6.438
H -4.301 -6.077 -1.508
H 2.823 -2.354 1.231
H 0.144 -4.424 -2.277
H 1.327 -5.892 -0.663
H 6.114 0.316 0.532
H -3.135 -6.990 0.440
H 2.782 -4.841 1.069
H -1.689 6.706 4.090
H 6.187 1.980 1.120
H -5.376 4.121 -3.506
H -4.357 -0.036 -3.790
H -5.602 1.953 -4.612
H 3.992 1.674 1.666
H -1.559 -5.592 1.755
H 1.274 3.723 4.933
H -3.949 -3.719 -2.213
H 0.453 -3.034 -3.964
H 0.521 5.512 -1.054
H 1.207 3.495 0.219
H 4.502 0.154 -1.505
H 0.135 5.861 5.482

=====

[4]
Molecular formula: C50H36AuN3O2S3
Method: DFT, ωB97M-V with the def2-TZVPD basis set

Properties
* E_tot: -97195.6408 eV
* LUMO level: -0.9 eV
* Kohn-Sham gap: 6.02 eV

Cartesian coordinates (Å):
Au 2.412 1.652 -0.557
S 1.477 0.463 2.132
S 0.000 -1.010 -0.751
S 4.042 0.164 0.005
O 2.013 1.798 1.631
O -1.376 -0.441 -0.836
N -2.556 5.172 -8.875
N 2.435 1.180 -2.516
N 0.972 3.175 -0.954
C 1.554 1.672 -3.482
C 0.079 -3.913 2.842
C -0.008 -2.207 0.622
C -2.527 -0.230 1.987
C 0.442 -3.702 -4.401
C -0.491 -2.623 2.958
C -0.034 4.472 -6.555
C -0.619 4.751 -0.638
C 1.886 1.671 4.586
C 0.463 4.028 -0.080
C 1.443 -2.386 -2.634
C -0.948 -2.195 4.235
C -4.765 -1.112 1.750
C -3.064 1.055 2.230
C 2.492 0.375 8.106
C 1.792 0.479 3.883
C -0.857 -3.017 5.320
C 2.192 -0.770 5.881
C -4.470 1.224 2.252
C -0.309 0.670 2.171
C -3.415 -1.307 1.743
C 0.259 3.321 -2.131
C 1.567 -3.169 -3.774
C 2.121 1.625 5.949
C -0.743 4.312 -1.935
C -1.371 4.163 -6.800
C -1.433 2.825 -4.808
C -0.318 -4.319 5.192
C 0.594 3.958 -5.435
C -1.110 -0.402 1.957
C 0.138 -4.753 3.984
C 0.582 2.663 -3.310
C 2.871 0.107 -4.440
C -2.066 3.329 -5.931
C 0.595 -4.327 1.590
C 0.583 -4.562 -5.630
C 1.833 0.984 -4.688
C 3.220 0.268 -3.088
C -5.301 0.169 2.018
C -0.105 3.141 -4.549
C 0.177 -2.129 -2.125
C 0.568 -3.495 0.513
C -0.956 -2.643 -2.731
C -2.179 2.145 2.454
C 2.270 0.407 6.616
C 1.960 -0.742 4.513
C -0.834 1.957 2.428
C -0.815 -3.435 -3.859
C -0.527 -1.769 1.809
C -2.034 4.720 -7.956
H -0.275 -4.451 -6.292
H -1.464 4.632 -2.670
H 3.339 -0.572 -5.135
H 1.013 -5.323 1.498
H -1.697 -3.848 -4.335
H 3.101 1.218 8.431
H -5.433 -1.939 1.546
H -3.008 -2.289 1.540
H -6.375 0.309 2.028
H -1.968 2.178 -4.123
H 2.552 -3.355 -4.187
H -0.262 -4.965 6.060
H -1.194 -2.671 6.289
H 2.199 2.550 6.509
H 1.631 4.195 -5.231
H -4.874 2.209 2.460
H -1.933 -2.405 -2.324
H 3.995 -0.224 -2.520
H 0.559 -5.746 3.877
H 1.922 -1.661 3.939
H 1.807 2.616 4.065
H -1.212 5.498 -0.134
H 1.536 0.437 8.633
H 0.653 -5.616 -5.352
H -2.593 3.129 2.646
H 0.500 5.116 -7.240
H 2.321 -1.966 -2.151
H 1.485 -4.307 -6.185
H -0.153 2.777 2.614
H 0.906 4.124 0.902
H 0.968 -3.826 -0.434
H 1.298 1.121 -5.614
H -1.355 -1.198 4.347
H 2.326 -1.723 6.380
H 2.983 -0.548 8.413
H -3.100 3.086 -6.138

=====

Number 1: molecular weight 984.691 g mol⁻¹. Number 2: molecular weight 1041.956 g mol⁻¹. Number 3: molecular weight 1043.842 g mol⁻¹. Number 4: molecular weight 1004.025 g mol⁻¹.